Record 1
ORCA calculation (wB97M-V/def2-TZVPD) on a molecular structure, C39H50BrClO3P4Ru.

```
99
Properties=species:S:1:pos:R:3
Ru 0.07858 1.28104 1.04364
Br -3.97789 3.86543 1.76274
Cl 2.01173 1.14492 2.40187
P -3.21201 0.66123 -2.09115
P -1.19523 0.65777 2.86418
P 1.06607 2.92226 -0.18711
P 2.13954 -2.81700 -0.75335
O -1.12869 3.60853 1.85253
O 0.36789 5.05849 2.76333
O -0.44415 -0.98021 -2.36789
C -0.22839 -5.62660 -2.56319
C -1.92377 5.55175 2.99183
C -3.81815 7.49887 3.81274
C -0.50686 -0.89278 3.51568
C -2.47300 7.62600 4.17048
C 0.50494 -0.48380 -0.17346
C -0.79644 4.65787 2.49734
C -4.37903 1.92271 -1.54852
C 1.59704 -1.30173 -0.07678
C 3.80447 -6.16133 0.93561
C -0.74769 -0.72414 -0.97449
C 4.13930 -3.77053 -2.46280
C 4.31999 -3.41216 0.94817
C -1.26838 -5.01321 -0.46400
C 4.73142 -3.92898 -3.71527
C -0.28707 -4.03935 -0.25434
C -0.01283 4.03320 -1.14609
C -3.29889 5.40154 2.68090
C -1.54921 6.66617 3.76876
C -4.23049 6.38238 3.07120
C 4.41213 -3.04378 -4.75038
C -4.11043 -0.86841 -2.22518
C -2.57195 1.18686 -3.67168
C 0.72993 -3.85278 -1.20942
C -1.22671 1.79519 4.28132
C 2.88870 -5.27441 0.36827
C 5.22312 -4.30744 1.53252
C -2.95022 0.30097 2.55796
C 0.75217 -4.65077 -2.36899
C 3.14362 -3.88931 0.33505
C -1.78101 0.42478 -0.96903
C 4.97474 -5.68355 1.52514
C 2.09948 2.08756 -1.42201
C -1.50214 1.44973 -0.13482
C 3.51728 -1.99304 -4.51725
C 3.17520 -2.76454 -2.24105
C 2.91438 -1.83314 -3.26306
C 2.14208 4.03784 0.73231
C -1.23996 -5.80632 -1.61400
H -3.48383 1.25279 2.42036
H 0.53011 -0.69804 3.81396
H -2.12850 8.47312 4.76189
H 1.55115 -4.52116 -3.10243
H -2.06080 2.49866 4.16319
H -1.99495 -6.58139 -1.76500
H 2.39936 4.88598 0.08480
H -0.77740 4.43618 -0.46872
H -3.91046 2.91067 -1.45706
H -4.84765 1.66151 -0.59105
H 5.68802 -6.38405 1.96375
H 3.27451 -1.30139 -5.32624
H -4.77167 -0.75815 -3.09616
H -0.49809 3.47243 -1.95494
H 2.23571 -0.99825 -3.07752
H 2.84664 1.49360 -0.88194
H -5.16124 1.97272 -2.32182
H 2.34690 -0.95376 0.66363
H 4.54717 -2.34541 0.93571
H 2.58858 2.83064 -2.06604
H 5.43094 -4.75282 -3.87575
H -3.40599 -1.69562 -2.37608
H -3.04861 -0.30415 1.64788
H -0.18400 -6.25537 -3.45402
H -3.37418 -0.24715 3.41186
H -2.43680 2.27772 -3.67289
H -1.34117 1.22406 5.21140
H 3.03818 3.49469 1.04569
H -4.70904 -1.03235 -1.31863
H 1.98628 -5.66757 -0.09945
H 4.41279 -4.45472 -1.65717
H 0.04332 -1.82621 -2.46322
H 1.58459 4.40828 1.62748
H -5.27848 6.27023 2.79774
H -1.10632 -1.23219 4.37168
H -0.28314 2.35381 4.30030
H -0.52323 -1.64908 2.72122
H -0.49949 6.76490 4.02912
H -1.22914 -1.59207 -0.49092
H -4.54830 8.25077 4.10700
H 1.46874 1.41965 -2.02284
H -0.28681 -3.44326 0.66121
H -2.16374 2.32151 -0.04727
H -2.04443 -5.16076 0.28869
H 6.14444 -3.93892 1.98396
H -1.61616 0.67711 -3.84997
H 0.58407 4.85650 -1.56217
H -3.32061 0.89590 -4.42224
H 4.86067 -3.18232 -5.73645
H 3.59883 -7.23108 0.89717
```

Values from the calculation:
Net charge: +2
Orbital gap (spin up / spin down): 0.26043 / 0.17078 hartree
LUMO level (spin up / spin down): -4.863 / -7.773 eV
DFT total energy: -6235.7698 a.u.
Expectation value of S²: 6.032
2S+1: 5


Record 2
ORCA calculation (wB97M-V/def2-TZVPD) on a molecular structure, C39H50BrCsGeN6O7S.

```
106
Properties=species:S:1:pos:R:3
Cs -0.48880 0.57715 0.47537
Br 1.98592 -4.91943 -5.69840
Ge -3.27699 -0.37713 2.46054
S 2.37319 0.82373 3.59123
O -1.56110 4.51806 -1.17799
O -1.88993 -1.51940 1.86572
O -3.83387 -0.04655 0.64891
O 1.40270 1.48190 -0.99568
O -2.24627 1.16923 2.42034
O -0.80382 -1.79004 -2.50445
O 0.98038 -1.79416 -0.68778
N -1.67153 3.67107 -2.12335
N 2.54448 3.16384 4.84735
N 3.37690 -2.33274 0.15052
N 2.37239 3.39472 2.60026
N 2.20353 2.84406 1.32921
N 4.81770 -3.49258 -1.06857
C 1.27336 -2.49509 -1.76523
C 4.03789 3.87020 -3.09254
C -3.51714 2.54934 3.95269
C 6.83954 -3.21654 0.44748
C -5.07083 -0.18192 -1.33843
C 0.50336 -3.23769 -3.94449
C 2.22338 2.18686 -1.64781
C -3.97183 -2.22409 -0.41187
C -1.74830 -1.59957 -3.53564
C 3.36094 2.83396 -3.73381
C -1.76626 -2.81845 3.92976
C -1.12709 -2.46426 2.58329
C -5.96553 -1.22992 0.73487
C 3.53806 -3.00841 -0.95924
C 2.97502 3.23141 -0.98736
C -1.05321 -3.72528 1.71499
C -0.73359 2.49766 -3.96575
C 4.96561 -1.68913 1.97978
C 2.89007 3.47397 0.45232
C -3.03924 2.23621 -3.44493
C 1.71204 -3.92112 -4.09853
C -1.96715 1.94687 -4.27646
C 4.59481 -2.32553 0.79780
C 7.19730 -2.59579 1.63304
C 6.28026 -1.84265 2.38003
C 0.29080 -2.52238 -2.78601
C 2.49059 2.01336 -3.04314
C -2.87317 3.08319 -2.37349
C -0.59689 3.33841 -2.88464
C 2.41769 2.54735 3.57686
C 3.83554 4.03740 -1.72579
C 2.69643 -3.88691 -3.15011
C -3.35425 3.11286 1.51154
C 2.49357 -3.16048 -1.96424
C 0.28564 -1.93153 2.83375
C -1.33372 3.28723 2.98267
C 5.52056 -3.05972 0.04238
C -4.68370 -0.91705 -0.04927
C -2.61835 2.49893 2.71221
H -4.01587 1.80116 -3.60930
H -1.81017 -1.93988 4.57612
H 4.25639 -1.07095 2.52631
H -2.78434 -3.18760 3.78591
H 0.80015 -1.66266 1.90881
H -0.41937 -4.48897 2.17628
H -4.48258 2.07853 3.75162
H -3.87417 4.03113 1.80604
H -3.64065 3.35188 -1.66439
H 3.52682 2.66034 -4.79454
H 0.89340 -2.69788 3.32535
H -4.07948 2.39970 1.11620
H -2.25605 -2.53648 -3.78783
H -0.62653 3.25894 2.14914
H 3.62391 -4.41645 -3.32317
H -2.64650 3.38197 0.72409
H -0.81928 2.88594 3.85870
H -2.08645 1.28902 -5.12682
H -2.47305 -0.88699 -3.15293
H 0.15766 2.27602 -4.53488
H -1.27083 -1.18749 -4.42999
H -0.23992 -3.26936 -4.72689
H -3.74722 -2.79617 0.48782
H -5.58021 0.75140 -1.08657
H -5.73584 -1.76729 1.65585
H -6.46812 -0.29846 1.00617
H 7.55831 -3.78096 -0.13393
H -2.05254 -4.14231 1.56819
H -0.63961 -3.46461 0.73870
H 3.51991 4.30125 0.80581
H 1.78088 -1.79150 -0.08094
H 4.37504 4.82075 -1.19887
H -5.72501 -0.78592 -1.97616
H 2.13849 2.57749 5.56147
H -1.59161 4.33534 3.16627
H -1.17821 -3.58936 4.43676
H 6.61338 -1.35324 3.28610
H 5.19132 -3.99045 -1.85451
H -6.64831 -1.83951 0.13398
H -3.03958 2.01399 4.77586
H 0.26172 -1.04214 3.46434
H -4.58892 -2.83431 -1.08127
H 1.98777 1.18943 -3.54137
H 2.15089 4.09670 4.83117
H -3.01645 -2.00556 -0.89298
H -4.16447 0.06892 -1.89316
H 4.71736 4.51461 -3.63749
H -3.69223 3.58469 4.25967
H 0.33496 3.77646 -2.55992
H 8.21813 -2.68254 1.98525
```

Values from the calculation:
Energy relative to the best compared isomer or geometry (same formula, charge and spin): 132.9 kJ/mol
Net charge: -2
Orbital gap: 0.16367 hartree
LUMO level: 3.181 eV
DFT total energy: -7440.6992 a.u.